No. 1
126
Properties=species:S:1:pos:R:3:forces:R:3:mulliken_charge:R:1 method="wB97M-V/def2-TZVPD" mol_weight_g_mol=889.993 smiles="c1cc[nH]c1.c1cc[nH]c1.c1cc[nH]c1.O=C1CCCO1.O=C1CCCO1.O=C1CCCO1.O=C1CCCO1.O=C1CCCO1.O=C1CCCO1.O=C1CCCO1.O=C1CCCO1" e_lumo_ev=0.231 gap_ev=7.9
C 6.419 -0.714 -0.388 0.90 -1.89 0.46 -0.632
C 5.321 0.009 -0.787 -1.21 1.43 -0.65 -0.287
C 4.251 -0.841 -1.042 0.45 1.76 0.30 -0.576
N 4.690 -2.071 -0.754 1.28 -1.74 0.50 0.145
C 6.028 -2.042 -0.346 -0.79 0.30 -0.31 -0.514
H 7.411 -0.341 -0.179 -0.13 -0.02 0.13 0.399
H 5.364 1.086 -0.848 -0.50 -0.02 -0.19 0.451
H 3.230 -0.581 -1.280 0.19 -0.32 -0.14 0.334
H 4.218 -2.948 -0.926 -0.15 0.38 0.08 0.206
H 6.520 -2.949 -0.027 0.02 0.12 -0.19 0.420
C -3.520 -1.681 2.203 -0.68 -0.14 -1.61 0.414
C -4.015 -2.118 3.419 0.02 -0.64 2.32 -0.517
C -4.364 -3.456 3.335 0.27 0.04 -0.31 -0.643
N -4.200 -3.776 2.036 0.45 -0.76 -2.13 0.111
C -3.725 -2.731 1.299 0.89 1.02 0.92 -1.553
H -3.194 -0.666 2.032 -0.01 -0.15 -0.27 0.458
H -4.046 -1.534 4.327 -0.01 -0.01 -0.07 0.316
H -4.579 -4.305 3.968 -0.29 0.65 0.56 0.413
H -4.179 -4.694 1.616 -0.39 0.01 0.50 0.228
H -3.489 -2.827 0.249 -0.02 -0.04 0.17 0.728
C -0.536 -0.346 -0.149 -0.18 0.16 -0.80 0.020
C 0.682 -0.081 -0.786 1.13 1.64 0.25 0.857
C 1.144 1.168 -0.280 0.10 -0.81 -1.02 -1.305
N 0.217 1.662 0.571 -0.52 -1.87 -0.72 0.669
C -0.813 0.741 0.618 -0.60 1.12 2.22 -1.426
H -1.151 -1.199 -0.394 -0.19 0.06 0.44 0.164
H 1.070 -0.700 -1.582 0.40 0.19 0.08 0.049
H 1.996 1.813 -0.440 0.22 -0.52 -0.34 0.634
H 0.339 2.477 1.155 -0.17 -0.13 0.15 0.216
H -1.520 0.882 1.423 -0.44 -0.06 -0.32 0.423
O -6.946 -2.079 -4.750 2.22 0.22 3.62 -0.621
C -6.156 -1.977 -3.784 -2.31 -0.78 -3.09 0.241
C -4.735 -1.429 -3.883 -1.46 -0.78 0.31 -0.180
C -4.167 -1.925 -2.576 2.04 -0.15 -1.16 0.960
C -5.333 -2.045 -1.676 0.05 0.01 1.21 -0.317
O -6.428 -2.388 -2.500 -0.51 0.42 -1.83 -0.338
H -4.273 -1.874 -4.764 0.01 0.56 -0.02 0.326
H -4.913 -0.354 -3.923 0.60 0.16 -0.24 0.027
H -3.760 -2.924 -2.737 0.04 -0.18 -0.20 -0.148
H -3.299 -1.327 -2.299 -0.34 0.11 0.70 -0.388
H -5.190 -2.880 -0.991 -0.30 0.44 0.29 0.320
H -5.533 -1.099 -1.173 -0.21 -0.14 0.36 0.230
O -0.259 -1.192 6.009 0.97 -0.77 -1.50 -0.676
C 0.271 -1.468 4.935 -2.18 0.37 2.12 0.566
C 0.296 -2.780 4.201 0.37 -0.29 0.03 -0.110
C 1.398 -2.522 3.166 -0.03 -1.03 0.13 -0.547
C 1.210 -1.063 2.932 -0.73 0.53 -1.65 0.055
O 0.781 -0.522 4.184 1.78 1.40 -0.01 -0.359
H 0.388 -3.567 4.949 0.18 -0.20 -0.40 0.382
H -0.646 -2.887 3.662 -0.30 0.02 0.22 -0.147
H 2.391 -2.742 3.558 0.07 0.24 0.30 0.282
H 1.369 -3.079 2.230 -0.48 -0.10 0.04 0.317
H 2.048 -0.658 2.365 0.50 0.81 1.17 0.329
H 0.379 -0.752 2.298 -0.19 -0.90 -0.50 -0.138
O -1.964 4.105 -4.332 -0.61 -3.82 -0.99 -0.655
C -1.850 2.862 -4.411 1.01 4.31 2.08 0.481
C -2.818 1.728 -4.562 -0.67 -1.10 0.71 -0.628
C -1.999 0.536 -4.074 0.88 -1.69 -0.41 0.683
C -0.582 0.993 -4.244 0.90 -1.58 0.02 0.043
O -0.638 2.362 -4.041 0.02 1.36 -0.63 -0.336
H -3.603 1.730 -3.805 -0.36 1.14 -0.37 0.287
H -3.276 1.640 -5.547 0.22 0.02 0.01 0.301
H -2.132 0.253 -3.030 -0.39 0.67 0.18 -0.559
H -2.089 -0.426 -4.578 -0.47 0.16 -0.43 0.379
H 0.138 0.540 -3.563 -0.25 0.18 0.35 -0.133
H -0.180 0.721 -5.220 -0.11 0.40 -0.48 0.104
O 0.436 3.534 2.851 0.87 1.47 0.13 -0.767
C 0.772 4.704 2.882 0.50 -2.36 1.20 0.552
C 0.215 5.790 2.096 -0.28 0.41 -0.83 -0.357
C 0.939 7.003 2.563 -0.04 1.16 1.93 -0.182
C 1.479 6.609 3.997 0.64 -0.95 -2.01 -0.558
O 1.748 5.186 3.720 -0.71 -0.32 0.66 -0.388
H 0.535 5.637 1.066 -0.86 -0.38 -0.22 0.258
H -0.861 5.806 2.269 -0.02 0.04 -0.50 0.354
H 1.799 7.141 1.907 -0.05 0.53 0.20 -0.040
H 0.250 7.846 2.601 0.51 0.33 -0.19 0.413
H 2.450 7.042 4.234 -0.16 0.12 -0.07 0.287
H 0.844 6.699 4.879 -0.38 0.01 -0.34 0.288
O 3.404 2.918 1.109 0.11 0.46 -1.18 -0.590
C 3.987 3.964 1.234 0.06 -1.11 4.08 0.564
C 4.776 4.349 2.466 1.30 -1.26 0.54 -0.559
C 4.897 5.857 2.465 0.87 -0.15 -0.95 0.152
C 4.746 6.157 0.920 -1.13 -0.84 2.41 -0.512
O 3.878 5.048 0.558 -0.90 2.27 -4.22 -0.428
H 4.441 3.807 3.350 -0.58 0.50 0.00 0.357
H 5.766 3.906 2.358 0.35 0.03 -0.29 0.408
H 4.118 6.326 3.066 0.16 0.14 -0.21 -0.406
H 5.902 6.142 2.778 -0.26 0.31 0.35 0.397
H 4.173 7.077 0.811 0.16 -0.17 -0.56 0.309
H 5.673 6.149 0.347 -0.16 -0.12 0.04 0.320
O -5.286 1.130 4.778 1.46 0.27 0.73 -0.601
C -4.133 1.385 5.044 -1.18 -0.11 -1.30 0.479
C -3.511 1.867 6.381 0.49 -0.31 -0.33 -0.478
C -2.068 2.072 6.007 1.39 0.14 0.67 -0.700
C -1.898 1.764 4.500 -0.69 0.47 0.48 0.765
O -3.168 1.291 4.006 -1.23 0.08 2.54 -0.251
H -3.887 2.764 6.873 -0.76 0.13 -0.88 0.309
H -3.560 1.161 7.211 -0.43 -0.64 -0.55 0.224
H -1.741 3.080 6.263 -0.11 0.25 -0.48 0.273
H -1.423 1.488 6.665 0.07 -0.51 -0.45 0.306
H -1.782 2.728 4.006 0.84 -0.39 -0.36 0.043
H -1.169 0.979 4.297 0.22 0.55 -0.11 -0.388
O -1.027 -3.346 -4.361 0.20 -0.18 -0.07 -0.578
C -0.837 -4.113 -3.462 0.60 0.31 1.76 0.462
C -0.019 -3.935 -2.149 -0.68 2.51 -0.56 0.945
C -0.359 -5.043 -1.233 1.24 -1.60 -0.02 -0.392
C -0.879 -6.056 -2.228 -0.85 -0.61 0.03 -0.595
O -1.477 -5.272 -3.317 -0.45 -1.57 0.12 -0.436
H 1.025 -3.668 -2.317 -0.17 -0.07 0.01 0.302
H -0.551 -3.132 -1.640 0.61 1.07 -0.63 -0.773
H 0.536 -5.411 -0.732 -0.05 -0.22 0.06 0.331
H -1.046 -4.747 -0.440 -0.30 -0.19 -0.31 0.098
H -0.144 -6.725 -2.676 0.42 0.38 0.02 0.262
H -1.590 -6.741 -1.766 -0.57 0.31 -0.44 0.389
O 1.849 -1.656 -3.856 0.73 0.10 -0.33 -0.404
C 2.169 -2.371 -4.762 -2.42 -0.95 -0.43 0.313
C 1.917 -2.234 -6.267 0.58 2.28 -0.71 -0.290
C 2.902 -3.105 -6.907 1.78 -2.08 1.23 -0.856
C 2.843 -4.308 -5.837 1.46 1.07 -1.76 -0.478
O 2.560 -3.656 -4.548 0.65 -0.92 -1.30 -0.321
H 0.960 -2.571 -6.667 -0.53 0.43 0.97 0.244
H 2.161 -1.219 -6.579 -0.78 0.31 0.19 0.354
H 2.842 -3.313 -7.976 -0.89 -0.53 0.22 0.408
H 3.921 -2.720 -6.861 0.08 0.33 0.44 0.295
H 2.178 -5.098 -6.187 -0.60 0.22 0.84 0.320
H 3.855 -4.713 -5.859 -0.14 -0.24 0.78 0.316

No. 2
133
Properties=species:S:1:pos:R:3:forces:R:3:mulliken_charge:R:1 method="wB97M-V/def2-TZVPD" mol_weight_g_mol=1222.969 total_charge=+1 e_lumo_ev=-6.250 gap_ev=1.1
C 2.084 -0.421 2.390 -0.02 -0.44 0.14 -1.583
C 2.336 -1.397 1.219 0.15 -0.26 -0.26 0.211
C 2.485 -0.735 -0.150 0.51 -0.02 0.56 -0.266
F 2.539 -1.682 -1.178 -0.48 -0.14 -0.01 -0.486
C 1.510 0.375 -0.429 1.06 2.62 -0.42 -1.615
C 1.496 1.022 -1.864 0.05 -0.67 1.64 -0.416
C 2.580 2.105 -1.984 0.02 -0.24 -0.12 -2.041
C 2.637 2.812 -3.367 -0.34 -0.59 0.99 -0.256
C 2.722 4.322 -3.322 -0.40 -1.27 -0.68 0.746
C 2.837 5.088 -2.202 -0.02 -0.96 1.76 0.278
C 2.909 6.446 -2.247 0.05 1.26 1.18 -0.977
C 2.892 7.102 -3.433 0.05 1.09 0.02 -0.645
C 2.808 6.343 -4.563 -0.08 1.37 -1.89 -0.713
C 2.708 4.998 -4.526 -0.12 -1.11 -0.71 -0.733
C -0.024 1.422 -1.978 1.33 -1.62 -2.18 0.860
C -0.630 0.323 -2.943 -1.69 1.97 0.45 -2.440
C -1.765 0.970 -3.833 -0.93 -1.98 0.06 2.837
C -2.876 0.056 -4.147 1.64 -0.67 -0.22 -1.518
O -2.887 -0.521 -5.361 -1.37 0.72 -0.43 -1.334
N -3.928 -0.253 -3.255 0.01 0.89 -1.40 0.350
C -4.713 0.851 -2.844 -0.20 -0.38 0.11 -0.440
C -4.714 2.096 -3.463 1.90 0.65 0.04 0.045
C -5.504 3.135 -2.930 0.70 1.37 -1.42 -0.674
C -6.265 2.971 -1.842 -0.93 0.00 1.20 -0.527
C -6.284 1.709 -1.250 -1.10 1.09 0.95 -0.828
C -5.536 0.712 -1.741 0.14 -2.04 0.44 -0.175
C -0.647 1.395 -0.558 0.20 0.93 -2.04 0.418
C -0.341 2.681 0.267 -0.01 0.47 -0.16 -0.069
C -0.060 3.956 -0.559 -0.42 0.37 -0.24 0.706
C -1.253 4.401 -1.374 -0.42 0.79 -0.13 -0.281
O -2.368 4.675 -0.944 0.61 -1.45 -0.87 -0.539
O -1.087 4.444 -2.744 0.02 0.74 0.76 -0.307
C -2.174 1.199 -0.642 -0.98 -1.34 1.27 -0.134
C -2.891 1.111 0.752 -0.03 1.12 -0.57 -0.208
C -3.683 2.429 1.037 0.35 -1.27 0.41 -1.626
I -4.104 -0.665 1.117 -0.33 1.37 0.42 0.021
N 0.095 0.259 -0.004 3.21 0.55 2.46 -0.077
P -0.967 -1.388 -0.036 -7.45 -2.29 -1.21 0.651
O -1.009 -2.092 1.421 3.40 0.94 0.89 -0.194
O -0.311 -2.373 -1.180 1.31 0.12 0.59 -0.665
H 2.929 -0.471 3.071 -0.04 0.17 -0.03 0.480
H 1.996 0.633 2.113 0.03 -0.09 0.03 0.385
H 1.213 -0.706 2.988 -0.06 0.04 -0.23 0.210
H 1.610 -2.214 1.151 -0.09 0.22 0.14 -0.549
H 3.292 -1.886 1.416 -0.17 -0.22 -0.12 0.869
H 3.478 -0.271 -0.164 -0.16 0.16 -0.17 0.614
H 1.952 1.193 0.163 -0.18 -0.21 0.19 0.275
H 1.852 0.184 -2.471 -0.79 0.32 -0.78 1.212
H 2.483 2.775 -1.124 0.06 0.10 -0.22 0.496
H 3.541 1.595 -1.851 -0.12 0.07 0.25 0.745
H 3.542 2.458 -3.871 -0.18 0.01 -0.12 0.931
H 1.785 2.448 -4.027 1.35 0.88 1.54 -0.973
H 2.891 4.635 -1.218 0.05 -0.07 -0.07 0.596
H 2.983 7.025 -1.334 0.05 -0.13 0.10 0.440
H 2.956 8.180 -3.469 0.03 0.02 -0.09 0.438
H 2.827 6.835 -5.531 0.01 0.04 0.02 0.412
H 2.641 4.431 -5.446 0.11 -0.04 0.01 0.805
H -0.154 2.324 -2.571 0.16 0.29 0.48 0.839
H 0.112 -0.030 -3.658 0.11 -0.12 0.25 0.639
H -1.151 -0.462 -2.390 0.54 -0.14 -0.08 0.134
H -1.352 1.389 -4.751 0.07 -0.02 0.01 0.568
H -2.217 1.856 -3.231 0.14 0.80 0.11 -0.908
H -4.539 -0.925 -3.708 0.08 -0.30 0.50 0.452
H -4.118 2.264 -4.358 -0.27 -0.24 -0.27 0.766
H -5.483 4.098 -3.429 0.03 -0.02 -0.04 0.448
H -6.842 3.788 -1.431 -0.02 -0.01 -0.03 0.456
H -6.893 1.558 -0.368 0.01 -0.15 -0.01 0.423
H -5.584 -0.247 -1.236 0.16 0.06 -0.20 0.797
H -1.184 2.916 0.923 0.16 -0.14 -0.01 -0.816
H 0.518 2.576 0.937 -0.03 -0.25 -0.15 0.545
H 0.760 3.881 -1.270 0.14 -0.21 0.36 -1.144
H 0.161 4.756 0.154 -0.03 0.00 -0.09 1.032
H -0.238 4.872 -2.969 0.15 -0.53 0.01 0.294
H -2.486 0.348 -1.245 0.17 0.31 -0.06 0.453
H -2.631 2.127 -1.151 0.61 -0.38 0.84 0.296
H -2.108 1.069 1.510 -0.24 -0.31 0.14 0.398
H -3.012 3.082 1.596 -0.24 0.34 -0.33 0.548
H -4.062 2.902 0.127 -0.13 -0.02 0.13 -0.179
H -4.474 2.176 1.738 -0.21 0.39 -0.19 0.639
H 0.115 0.484 1.004 0.01 -0.77 0.03 0.853
H -1.857 -2.580 1.407 0.21 -0.02 -0.31 0.374
H 0.212 -1.895 -1.841 0.30 -0.13 0.44 0.339
Br 1.072 2.197 -5.893 -0.45 -1.63 -0.95 -0.901
O 2.132 -4.699 2.006 -0.31 0.06 0.24 -0.640
C 1.439 -5.340 1.267 0.43 0.05 -0.21 0.338
O 0.321 -5.989 1.687 0.01 0.07 0.07 -0.360
C -0.234 -6.752 0.600 -0.13 -0.12 -0.16 -0.601
C 0.299 -6.093 -0.660 0.04 0.07 -0.30 -0.153
C 1.663 -5.588 -0.207 -0.56 0.01 0.08 0.288
H 0.096 -7.788 0.699 0.05 0.03 0.01 0.296
H -1.320 -6.722 0.657 0.02 0.05 0.23 0.391
H 0.342 -6.766 -1.515 0.07 -0.11 0.09 0.357
H -0.337 -5.244 -0.929 -0.03 -0.01 0.07 -0.081
H 2.439 -6.348 -0.332 0.10 0.12 -0.16 0.291
H 1.947 -4.670 -0.715 0.30 -0.03 0.12 -0.050
C 0.443 0.451 6.288 0.12 -0.05 -0.02 -1.018
C 1.747 -0.118 6.838 -0.39 -0.02 0.00 -0.259
C 2.906 0.883 6.798 -0.08 -0.40 0.24 -0.612
C 3.238 1.242 5.423 0.14 0.32 0.02 0.385
N 3.484 1.532 4.339 0.00 0.06 0.05 -0.498
H 0.538 0.725 5.234 -0.01 0.05 0.01 0.145
H -0.355 -0.286 6.365 -0.03 0.03 0.02 0.343
H 0.136 1.339 6.843 -0.04 0.00 -0.04 0.414
H 2.012 -1.019 6.281 0.11 0.01 0.06 0.119
H 1.587 -0.423 7.873 0.13 -0.03 0.00 0.373
H 3.784 0.441 7.273 0.08 0.07 -0.11 0.320
H 2.657 1.779 7.369 -0.01 0.08 -0.15 0.317
Ca -2.066 -2.288 -5.267 0.58 -0.31 0.33 1.341
F -2.500 -2.513 -0.103 -0.10 -1.32 -1.72 -0.631
C 3.657 -5.649 -3.645 0.06 0.30 -0.51 -0.707
C 3.594 -7.158 -3.262 -0.16 0.43 -0.47 -0.328
O 3.638 -7.266 -1.934 -0.08 -0.37 -0.03 -0.617
H 4.579 -5.187 -3.294 -0.02 -0.10 0.13 0.262
H 3.623 -5.540 -4.737 0.01 -0.07 -0.01 0.408
H 2.810 -5.099 -3.229 -0.01 -0.12 0.16 -0.014
H 4.418 -7.634 -3.837 0.32 0.01 0.38 0.296
H 2.688 -7.552 -3.775 -0.26 -0.04 0.36 0.210
K -0.112 4.275 -7.092 -0.56 1.18 -0.74 0.856
C -2.914 2.236 4.229 0.56 -0.18 0.20 0.858
O -4.076 2.581 4.020 -0.10 0.00 0.15 -0.517
O -2.538 1.517 5.197 -0.27 0.02 -0.01 -0.389
O -1.923 2.542 3.496 -0.01 0.08 -0.16 -0.449
Be -3.127 2.937 -2.331 -0.73 0.38 -0.49 0.222
C 0.125 -5.445 6.232 -0.11 -0.23 -0.24 -0.310
C 0.159 -3.964 5.940 -0.07 0.16 -0.30 -0.131
O 0.434 -3.398 7.227 0.06 -0.29 0.01 -0.283
C 1.052 -4.355 7.973 0.13 0.00 0.24 0.618
O 1.563 -4.156 9.028 -0.09 0.00 -0.20 -0.531
O 1.008 -5.560 7.350 -0.06 0.33 0.04 -0.335
H 0.476 -6.046 5.397 0.16 -0.03 0.11 0.254
H -0.867 -5.791 6.528 0.01 0.05 0.04 0.269
H 0.963 -3.691 5.253 0.01 -0.06 0.01 0.152
H -0.784 -3.590 5.547 0.00 0.12 0.17 0.304